Here is a 2-piece molecular cluster, C6H16O2 overall in a non-equilibrium geometry from OMol25. Energies are from wB97M-V/def2-TZVPD.

ΔE to the lowest compared entry with this formula, charge and spin, kJ/mol: 72.7
Total charge: 0
Kohn-Sham gap, eV: 10.63
HOMO level, eV: -9.9728
SMILES: CCCCCCO.O

Last column: Mulliken charge in e.
Cartesian coordinates (Å):
C  2.387  0.055  -1.744  -1.092
C  1.242  -0.944  -1.477  -0.126
C  -0.168  -0.334  -1.614  -0.563
C  -1.093  -0.706  -0.444  -0.894
C  -0.950  0.153  0.831  -0.464
C  -0.365  -0.666  1.983  -0.344
O  -1.353  -1.533  2.569  -0.539
H  1.968  1.029  -2.020  0.236
H  3.025  0.216  -0.868  0.304
H  3.075  -0.193  -2.562  0.310
H  1.364  -1.254  -0.443  0.007
H  1.341  -1.830  -2.101  0.420
H  -0.079  0.753  -1.575  0.155
H  -0.634  -0.651  -2.540  0.364
H  -2.137  -0.671  -0.794  0.368
H  -1.019  -1.781  -0.212  0.516
H  -0.295  0.988  0.582  0.159
H  -1.941  0.447  1.184  0.351
H  0.013  -0.107  2.831  0.336
H  0.453  -1.268  1.586  0.215
H  -2.025  -1.709  1.899  0.303
O  0.131  3.222  0.074  -0.641
H  -0.493  3.910  -0.199  0.316
H  0.624  3.085  -0.756  0.303

Atomic forces in eV per Å
C 0.2160 0.4168 -0.3631
C 0.3193 0.5233 0.2513
C 0.1611 -0.2508 0.8782
C -1.1273 -0.6051 -0.3051
C 0.4012 -0.9267 0.1936
C -0.3142 -0.4512 -0.0279
O 0.0181 0.1055 -0.3500
H 0.1049 -0.0272 0.0826
H -0.2175 -0.0651 -0.0511
H -0.2794 -0.2693 0.0879
H -0.0607 -0.3198 0.0699
H -0.0211 -0.0920 -0.0026
H -0.1105 0.0378 -0.4024
H -0.0083 0.1816 -0.2821
H 0.1986 0.4001 -0.0417
H 0.4270 0.1251 0.0587
H -0.3683 0.2715 0.3637
H 0.1745 0.6170 -0.2029
H 0.0752 0.4808 -0.1026
H 0.2117 -0.1642 0.0897
H 0.1292 -0.0952 0.1109
O 0.1498 0.3228 -0.9783
H -0.0121 -0.1189 0.3404
H -0.0672 -0.0966 0.5830

---

Here is C10H10MnN7S as an isolated structure from OMol25. Energies are from wB97M-V/def2-TZVPD.

Total charge: +3
Kohn-Sham gap (alpha / beta), eV: 6.99 / 6.48
Spin multiplicity: 4
⟨S²⟩: 3.892
HOMO level (alpha / beta), eV: -20.1030 / -20.1679

Last column: Mulliken charge in e.
Cartesian coordinates (Å):
Mn  -0.660  1.076  -0.875  -0.056
C  -0.509  -1.832  2.192  -1.545
C  -0.421  -1.021  0.953  0.977
N  -0.791  0.221  0.844  0.176
N  -1.359  0.939  1.875  -0.324
C  -2.086  2.015  1.534  0.859
N  -2.721  2.716  2.434  -0.299
S  -2.195  2.474  -0.153  -0.080
C  0.032  -1.596  -0.333  0.697
C  0.452  -2.897  -0.491  -0.575
C  0.783  -3.344  -1.778  -0.475
C  0.676  -2.478  -2.846  -0.665
C  0.250  -1.171  -2.616  0.032
N  -0.063  -0.742  -1.394  -0.130
H  -0.517  -1.237  3.103  0.484
H  0.340  -2.510  2.261  0.440
H  -1.425  -2.433  2.154  0.391
H  -1.303  0.580  2.822  0.198
H  -2.747  2.470  3.417  0.249
H  -3.244  3.542  2.162  0.252
H  0.513  -3.575  0.347  0.385
H  1.114  -4.364  -1.927  0.481
H  0.915  -2.788  -3.854  0.450
H  0.163  -0.460  -3.429  0.484
N  4.715  4.916  -1.329  -0.146
C  3.928  4.008  -1.381  0.611
N  3.118  3.065  -1.426  -0.228
C  2.014  2.513  -1.207  0.578
N  1.025  1.912  -1.058  -0.222

Atomic forces in eV per Å
Mn -0.2337 0.0937 0.1541
C 0.0470 0.1169 -0.0368
C 0.0004 -0.0402 -0.0055
N -0.0565 0.0123 -0.1506
N -0.0618 -0.0781 -0.0580
C -0.1108 0.1408 0.1845
N 0.0454 -0.0888 -0.0452
S 0.1527 -0.2806 -0.0225
C -0.0223 0.0073 0.0707
C -0.0222 0.0945 -0.0556
C 0.0009 -0.0054 0.0003
C -0.0069 0.0143 -0.0302
C -0.0057 0.0408 0.0142
N -0.0309 -0.0962 0.0959
H -0.0206 -0.0213 -0.0038
H -0.0204 -0.0396 -0.0047
H 0.0065 -0.0357 0.0255
H 0.0078 0.0362 -0.0197
H 0.0050 0.0321 0.0033
H -0.0128 -0.0095 0.0081
H 0.0005 0.0068 0.0297
H -0.0070 0.0042 0.0025
H 0.0050 -0.0029 0.0072
H 0.0105 -0.0238 -0.0093
N -0.1682 -0.3768 -0.0952
C -0.0325 0.6858 0.2577
N 0.2509 -0.5640 -0.2304
C -0.1634 0.1965 0.0800
N 0.4431 0.1808 -0.1662

---

Here is C43H60N7O5STi as an isolated structure in a non-equilibrium geometry from OMol25. Energies are from wB97M-V/def2-TZVPD.

ΔE to the lowest compared entry with this formula, charge and spin, kJ/mol: 58.0
Total charge: -1
Kohn-Sham gap (alpha / beta), eV: 5.23 / 6.77
Spin multiplicity: 3
⟨S²⟩: 2.049
HOMO level (alpha / beta), eV: -3.0349 / -4.5793

Last column: Mulliken charge in e.
Cartesian coordinates (Å):
Ti  0.203  1.334  -0.041  0.068
C  0.891  -0.610  -3.695  -2.146
C  0.672  0.571  -2.809  1.069
O  0.311  0.329  -1.585  0.998
C  0.843  1.913  -3.270  0.681
C  1.250  2.169  -4.596  -1.135
C  1.456  3.451  -5.062  -1.015
C  1.258  4.534  -4.204  -0.556
C  0.855  4.320  -2.898  -0.783
C  0.643  3.027  -2.404  0.527
O  0.250  2.878  -1.155  -0.058
H  0.700  -1.518  -3.129  0.003
H  1.924  -0.633  -4.055  0.467
H  0.228  -0.597  -4.564  0.495
H  1.410  1.333  -5.263  0.341
H  1.770  3.611  -6.085  0.385
H  1.413  5.546  -4.559  0.415
H  0.689  5.145  -2.216  0.436
C  1.889  0.275  4.137  -1.473
C  1.950  -1.205  3.757  0.454
C  0.558  -1.842  3.779  -1.432
C  2.819  -1.499  2.530  0.030
C  4.173  -1.669  2.807  -0.790
C  5.062  -2.138  1.858  -1.498
C  4.592  -2.490  0.607  -0.292
C  3.261  -2.298  0.251  0.340
C  2.812  -2.750  -1.130  2.487
C  3.824  -2.465  -2.239  -1.565
C  2.531  -4.260  -1.127  -1.782
C  2.391  -1.741  1.209  -0.060
N  1.061  -1.376  0.831  1.122
C  0.182  -2.342  0.461  -0.314
C  -1.169  -2.412  0.082  -1.396
N  -2.060  -1.512  -0.249  1.448
C  -3.395  -1.917  -0.194  -0.324
C  -4.223  -1.744  -1.331  0.778
C  -5.560  -2.105  -1.251  -0.995
C  -6.110  -2.626  -0.088  -1.380
C  -5.302  -2.782  1.022  -0.510
C  -3.955  -2.429  1.002  0.606
C  -3.158  -2.563  2.296  2.561
C  -2.905  -4.028  2.662  -1.737
C  -3.831  -1.859  3.475  -1.701
C  -3.697  -1.242  -2.666  0.409
C  -3.173  0.195  -2.614  -1.264
C  -2.654  -2.187  -3.260  -1.311
H  1.450  0.387  5.131  0.444
H  1.270  0.818  3.426  0.103
H  2.886  0.721  4.155  0.381
H  2.507  -1.706  4.559  0.948
H  -0.165  -1.282  3.194  -0.250
H  0.203  -1.864  4.813  0.561
H  0.581  -2.872  3.415  0.286
H  4.519  -1.470  3.816  0.460
H  6.109  -2.269  2.106  0.376
H  5.277  -2.905  -0.121  0.320
H  1.892  -2.217  -1.371  -1.327
H  4.733  -3.060  -2.118  0.458
H  4.090  -1.414  -2.281  0.195
H  3.387  -2.747  -3.200  0.428
H  3.460  -4.809  -0.949  0.393
H  2.133  -4.576  -2.094  0.425
H  1.824  -4.561  -0.356  0.357
H  0.623  -3.318  0.599  0.238
H  -1.490  -3.461  0.095  0.213
H  -6.182  -1.983  -2.132  0.359
H  -7.155  -2.909  -0.053  0.370
H  -5.727  -3.180  1.937  0.294
H  -2.192  -2.079  2.152  -1.274
H  -3.851  -4.555  2.816  0.362
H  -2.326  -4.098  3.586  0.412
H  -2.359  -4.550  1.877  0.349
H  -4.770  -2.342  3.756  0.376
H  -4.042  -0.819  3.244  0.309
H  -3.172  -1.883  4.346  0.404
H  -4.559  -1.253  -3.342  0.584
H  -2.361  0.277  -1.895  -0.055
H  -3.959  0.890  -2.321  0.356
H  -2.799  0.501  -3.596  0.528
H  -2.364  -1.846  -4.257  0.462
H  -3.051  -3.202  -3.346  0.355
H  -1.763  -2.215  -2.637  -0.041
O  -0.561  0.213  1.207  -0.033
N  0.796  -0.043  1.223  0.289
C  5.438  4.098  0.341  -1.108
N  4.390  3.269  -0.198  0.149
C  4.543  2.511  -1.420  -0.508
C  3.438  1.467  -1.267  -0.524
O  3.243  0.584  -2.069  -0.483
N  2.738  1.711  -0.104  0.802
C  3.404  2.679  0.521  0.094
N  3.188  3.002  1.799  -0.233
H  5.873  4.682  -0.469  0.377
H  6.229  3.509  0.817  0.321
H  5.041  4.802  1.070  0.351
H  5.517  2.019  -1.481  0.315
H  4.378  3.111  -2.317  0.293
H  2.321  2.633  2.173  -0.390
H  3.422  3.926  2.123  0.322
S  0.236  4.766  3.549  -0.497
C  0.232  3.626  2.378  0.895
N  0.302  2.798  1.558  -1.025
C  -4.737  1.399  1.116  -1.199
C  -3.291  1.552  1.567  0.683
O  -2.539  2.391  0.699  0.081
C  -2.845  3.765  0.888  -0.628
C  -2.201  4.596  -0.197  -0.753
H  -5.271  0.723  1.783  0.405
H  -4.775  0.973  0.116  0.034
H  -5.276  2.348  1.116  0.448
H  -2.787  0.586  1.569  -0.730
H  -3.242  1.961  2.585  0.274
H  -2.486  4.079  1.877  0.336
H  -3.932  3.904  0.870  0.390
H  -1.139  4.373  -0.266  -0.265
H  -2.327  5.656  0.033  0.451
H  -2.655  4.390  -1.168  0.305

Atomic forces in eV per Å
Ti 0.6211 0.4272 1.1580
C 0.0375 -0.0580 -0.0371
C -0.5293 -0.2711 0.6707
O 0.3453 -0.3366 -1.6201
C 0.0771 0.2620 -0.1996
C -0.0298 0.0184 0.0560
C 0.0230 -0.0862 -0.0484
C -0.0500 -0.0254 0.1674
C 0.1099 0.1828 -0.2093
C -0.2308 -0.2567 0.3227
O 0.1174 0.9951 -1.0694
H -0.0396 -0.0084 0.0261
H -0.0157 0.0193 0.0241
H -0.0217 0.0228 -0.0137
H 0.0048 -0.0002 -0.0049
H -0.0023 0.0021 -0.0006
H 0.0013 0.0030 -0.0006
H -0.0025 -0.0032 0.0038
C -0.0351 0.0175 -0.0262
C 0.0371 -0.0025 -0.0151
C 0.0696 -0.0174 -0.0424
C -0.0199 -0.1122 -0.0119
C -0.0043 -0.0587 0.0056
C 0.0131 0.0088 0.0025
C 0.0110 0.0069 -0.0271
C 0.0496 0.0553 0.0083
C -0.0711 -0.0073 0.0111
C 0.0226 -0.0213 0.0123
C 0.0075 -0.0049 0.0389
C -0.0255 0.0549 -0.0247
N -0.0979 0.0877 -0.0375
C -0.0120 -0.0775 0.1345
C 0.0619 0.0079 0.0272
N -0.0740 0.0385 0.0645
C 0.0674 0.0147 -0.0889
C 0.0246 -0.0205 0.0539
C -0.0063 0.0190 -0.0007
C -0.0017 -0.0137 -0.0180
C -0.0065 0.0151 0.0080
C 0.0041 0.0237 0.0115
C 0.0327 0.0040 -0.0377
C 0.0022 -0.0093 -0.0257
C -0.0223 -0.0379 0.0048
C -0.0465 0.0478 0.0425
C 0.0449 -0.0284 0.0532
C 0.0163 -0.0405 -0.0304
H 0.0023 -0.0043 0.0147
H -0.0221 0.0508 -0.0431
H 0.0041 -0.0043 -0.0139
H -0.0140 0.0369 -0.0006
H -0.0301 0.0815 -0.1238
H -0.0111 0.0152 -0.0097
H 0.0029 0.0111 -0.0136
H 0.0119 0.0033 -0.0002
H 0.0061 0.0005 0.0055
H 0.0070 -0.0004 0.0086
H 0.0049 -0.0020 0.0124
H -0.0141 -0.0171 -0.0104
H 0.0119 0.0346 0.0002
H 0.0009 0.0193 -0.0099
H 0.0101 0.0031 -0.0097
H -0.0040 0.0031 -0.0105
H -0.0122 0.0032 -0.0023
H 0.0080 -0.0153 -0.0223
H -0.0205 -0.0444 0.0087
H -0.0128 -0.0013 0.0016
H -0.0101 0.0112 0.0026
H -0.0060 0.0027 -0.0022
H -0.0040 0.0204 -0.0301
H -0.0072 0.0002 0.0012
H 0.0068 0.0066 0.0061
H 0.0166 -0.0076 -0.0270
H -0.0014 0.0007 -0.0048
H -0.0292 0.1384 -0.0286
H -0.0027 -0.0052 0.0033
H 0.0145 0.0152 0.0021
H 0.0519 0.0105 0.0261
H -0.0589 0.0420 0.0383
H -0.0120 -0.0100 -0.0115
H 0.0119 0.0000 -0.0402
H 0.0174 0.0051 0.0120
H 0.0658 -0.0022 0.0271
O -0.2659 -0.6224 0.5265
N -0.0445 -0.6924 0.6491
C 0.0299 -0.0179 0.0100
N -0.0646 0.0313 -0.0533
C 0.0578 -0.0406 0.0549
C -0.1359 0.1287 0.0039
O 0.0686 -0.0465 -0.0143
N 0.0341 -0.0171 -0.3008
C -0.0282 -0.0477 0.1579
N -0.0560 0.0021 -0.0530
H 0.0055 -0.0039 0.0027
H -0.0011 0.0016 0.0060
H -0.0099 0.0038 -0.0039
H 0.0053 0.0261 0.0011
H -0.0134 -0.0059 -0.0045
H -0.0394 -0.0130 0.0041
H 0.0115 -0.0119 0.0110
S 0.0089 0.0129 -0.0588
C 0.0685 -0.0528 0.0558
N -0.1091 0.2835 0.1790
C 0.0461 0.0157 0.0477
C -0.0064 0.0261 -0.0048
O -0.0953 -0.0642 -0.2835
C 0.0578 -0.0026 0.0756
C 0.0057 0.0208 0.0073
H -0.0100 -0.0913 0.0667
H 0.0139 -0.0604 -0.1150
H 0.0090 -0.0095 -0.0074
H 0.0022 0.0099 -0.0515
H 0.0075 -0.0298 0.0103
H 0.0233 -0.0213 -0.0196
H 0.0273 0.0385 0.0159
H -0.0130 0.0304 0.0293
H -0.0404 0.0031 -0.0101
H 0.0105 -0.0220 -0.0082

---

Here is C2H3MgO2 as an isolated structure in a non-equilibrium geometry from OMol25. Energies are from wB97M-V/def2-TZVPD.

ΔE to the lowest compared entry with this formula, charge and spin, kJ/mol: 223.4
Total charge: +2
Kohn-Sham gap (alpha / beta), eV: 4.94 / 7.68
Spin multiplicity: 2
⟨S²⟩: 0.774
HOMO level (alpha / beta), eV: -17.9331 / -20.6880

Last column: Mulliken charge in e.
Cartesian coordinates (Å):
O  -2.275  0.784  0.289  -0.092
C  -1.118  0.863  0.308  0.672
Mg  1.745  0.177  -0.437  1.532
O  -0.118  0.079  0.334  -0.363
C  -0.223  -1.769  -0.009  -1.007
H  -0.760  -1.658  -0.960  0.441
H  0.456  -2.032  0.813  0.497
H  -0.705  -2.738  0.145  0.320

Atomic forces in eV per Å
O 1.8676 1.3775 -0.0233
C -2.2008 -2.5228 0.3200
Mg -0.9659 -0.6888 0.3531
O 0.3726 4.0665 0.2460
C -0.3072 -3.3801 -0.5244
H 1.4054 0.6853 -0.4180
H 1.0899 0.8299 -0.7912
H -1.2615 -0.3675 0.8377